w) ORCA calculation (ωB97M-V/def2-TZVPD) on a 2-piece molecular cluster, C5H15NO overall.

Positions of all 22 atoms, in Å:
C (-0.795, -0.781, 2.289)
C (0.757, -0.415, 2.023)
N (1.290, -0.387, 0.641)
C (2.056, 0.782, 0.388)
C (1.351, 2.174, 0.308)
C (1.568, -1.534, -0.107)
H (-1.326, -0.197, 1.571)
H (-1.107, -1.808, 1.935)
H (-0.987, -0.858, 3.383)
H (1.368, -1.109, 2.799)
H (0.899, 0.721, 2.356)
H (2.619, 0.604, -0.586)
H (2.942, 0.882, 1.075)
H (1.152, 2.354, 1.301)
H (0.331, 2.197, -0.067)
H (2.079, 2.925, -0.179)
H (2.316, -2.224, 0.602)
H (2.173, -1.450, -1.053)
H (0.647, -2.268, -0.339)
H (-4.495, 0.575, -4.901)
H (-5.076, 0.058, -3.754)
O (-5.273, 0.120, -4.756)

As for the multiplicity: 2. Its total charge is +1. The orbital gap (alpha / beta) is 10.503 / 5.949 eV. Its expectation value of S² is 0.76. The value obtained for the HOMO energy (alpha / beta) is -13.36 / -13.36 eV.

For reference, the natural (NBO) charges in units of e are: -0.623 -0.278 -0.034 -0.281 -0.606 -0.489 0.230 0.231 0.269 0.280 0.235 0.232 0.268 0.209 0.239 0.268 0.288 0.272 0.291 0.451 0.451 -0.903

=====

x) ORCA calculation (ωB97M-V/def2-TZVPD) on a 2-piece molecular cluster, C5H15NO overall.

Positions of all 22 atoms, in Å:
C (1.136, -1.735, -0.558)
C (0.026, -0.745, -0.821)
C (0.446, 0.767, -0.862)
C (-0.826, 1.589, -1.273)
C (1.348, 1.126, 0.477)
N (-1.310, -1.118, -0.142)
H (1.152, -2.569, -1.184)
H (1.005, -2.171, 0.556)
H (2.175, -1.325, -0.624)
H (-0.225, -0.788, -1.866)
H (0.926, 0.838, -1.899)
H (-0.788, 2.025, -2.277)
H (-1.755, 1.087, -1.089)
H (-1.137, 2.400, -0.595)
H (2.376, 0.920, 0.195)
H (1.159, 0.548, 1.454)
H (1.158, 2.176, 0.739)
H (-1.282, -0.486, 0.656)
H (-2.008, -0.787, -0.792)
H (-1.502, -0.020, 3.765)
H (-0.736, -0.845, 2.724)
O (-1.337, -0.886, 3.419)

As for the multiplicity: 2. Its total charge is +1. The orbital gap (alpha / beta) is 11.888 / 5.789 eV. Its expectation value of S² is 0.76. The value obtained for the HOMO energy (alpha / beta) is -15.25 / -15.24 eV.

For reference, the natural (NBO) charges in units of e are: -0.633 -0.098 -0.168 -0.657 -0.633 -0.257 0.252 0.229 0.255 0.218 0.279 0.254 0.188 0.252 0.245 0.222 0.249 0.394 0.403 0.483 0.441 -0.918

=====

y) ORCA calculation (ωB97M-V/def2-TZVPD) on a 2-piece molecular cluster, C5H15NO overall.

Positions of all 22 atoms, in Å:
C (1.305, 1.505, -1.112)
N (0.522, 0.320, -0.876)
C (-1.426, -1.166, 2.014)
C (-0.370, -1.037, 0.896)
C (-0.449, 0.343, 0.202)
C (-1.793, 0.532, -0.429)
H (0.653, 2.373, -1.289)
H (1.808, 1.786, -0.192)
H (2.088, 1.410, -1.851)
H (0.092, -0.060, -1.722)
H (-1.463, -0.289, 2.662)
H (-2.439, -1.379, 1.693)
H (-1.152, -2.042, 2.579)
H (-0.669, -1.790, 0.162)
H (0.592, -1.213, 1.343)
H (-0.161, 1.112, 0.915)
H (-1.943, 1.321, -1.166)
H (-2.574, 0.728, 0.314)
H (-2.197, -0.390, -0.864)
H (2.492, -0.418, -1.027)
H (3.926, -0.715, -0.855)
O (3.156, -0.929, -1.395)

As for the multiplicity: 2. Its total charge is +1. The orbital gap (alpha / beta) is 12.465 / 7.258 eV. Its expectation value of S² is 0.75. The value obtained for the HOMO energy (alpha / beta) is -15.38 / -15.35 eV.

For reference, the natural (NBO) charges in units of e are: -0.503 -0.122 -0.615 -0.389 -0.094 -0.660 0.287 0.250 0.274 0.421 0.216 0.223 0.244 0.223 0.234 0.236 0.243 0.279 0.242 0.429 0.483 -0.900

=====

Relative energies with respect to the most stable structure, expressed in hartree: w) 0.0594; x) 0.0954; y) 0.0000.

=====

w) ORCA calculation (ωB97M-V/def2-TZVPD) on a 12-piece molecular cluster, C24H72O12S12 overall.

Positions of all 120 atoms, in Å:
C (2.059, 3.179, -0.466)
S (3.853, 3.672, -0.484)
O (4.586, 2.768, -1.452)
C (3.440, 5.317, -1.236)
H (2.022, 2.179, -0.034)
H (1.556, 3.267, -1.428)
H (1.463, 3.771, 0.229)
H (4.403, 5.726, -1.542)
H (3.079, 5.961, -0.434)
H (2.799, 5.245, -2.115)
C (0.258, -5.778, 2.497)
S (-0.628, -4.465, 1.528)
O (0.376, -4.223, 0.375)
C (-1.875, -5.592, 0.758)
H (0.872, -6.384, 1.831)
H (-0.327, -6.488, 3.082)
H (0.936, -5.207, 3.130)
H (-2.536, -4.952, 0.173)
H (-2.403, -6.147, 1.534)
H (-1.371, -6.357, 0.167)
C (1.808, -2.570, 3.956)
S (1.161, -1.833, 5.588)
O (0.386, -2.929, 6.246)
C (2.817, -1.642, 6.445)
H (2.469, -1.910, 3.395)
H (0.897, -2.699, 3.371)
H (2.286, -3.542, 4.081)
H (3.212, -2.640, 6.632)
H (2.695, -1.020, 7.332)
H (3.418, -1.140, 5.687)
C (2.351, 1.057, -3.978)
S (3.751, 1.280, -5.114)
O (3.188, 0.768, -6.450)
C (3.781, 3.058, -5.130)
H (2.189, 0.007, -3.732)
H (1.413, 1.504, -4.307)
H (2.528, 1.598, -3.048)
H (3.994, 3.401, -4.118)
H (2.778, 3.449, -5.303)
H (4.435, 3.447, -5.911)
C (-5.297, -2.583, 1.040)
S (-6.237, -4.001, 0.201)
O (-5.215, -4.893, -0.506)
C (-6.722, -4.835, 1.789)
H (-4.580, -2.159, 0.337)
H (-4.723, -3.108, 1.804)
H (-5.967, -1.792, 1.378)
H (-5.896, -5.069, 2.460)
H (-7.176, -5.824, 1.736)
H (-7.419, -4.185, 2.318)
C (0.852, -0.988, 0.810)
S (-0.128, -0.052, -0.507)
O (0.741, 0.209, -1.704)
C (-1.500, -1.142, -0.912)
H (0.221, -1.138, 1.686)
H (1.732, -0.412, 1.099)
H (1.105, -1.945, 0.354)
H (-2.147, -0.686, -1.662)
H (-1.988, -1.274, 0.054)
H (-1.126, -1.993, -1.481)
C (-2.237, 2.009, 2.124)
S (-3.172, 0.915, 3.296)
O (-3.080, -0.376, 2.478)
C (-1.897, 0.832, 4.614)
H (-2.782, 2.136, 1.189)
H (-1.259, 1.546, 1.992)
H (-2.165, 2.929, 2.703)
H (-1.770, 1.751, 5.185)
H (-1.006, 0.426, 4.136)
H (-2.302, 0.171, 5.380)
C (-2.856, 2.100, -6.201)
S (-2.827, 0.334, -5.708)
O (-2.715, 0.320, -4.176)
C (-4.578, 0.021, -6.271)
H (-2.676, 2.058, -7.275)
H (-2.024, 2.609, -5.715)
H (-3.698, 2.737, -5.928)
H (-4.601, -0.085, -7.355)
H (-5.173, 0.892, -5.994)
H (-4.936, -0.949, -5.926)
C (2.613, 2.508, 4.959)
S (1.762, 2.385, 3.338)
O (1.198, 0.984, 3.343)
C (0.375, 3.569, 3.655)
H (3.689, 2.417, 4.810)
H (2.357, 1.624, 5.542)
H (2.231, 3.304, 5.598)
H (0.638, 4.490, 4.176)
H (-0.312, 3.058, 4.329)
H (-0.131, 3.765, 2.709)
C (-1.097, -2.502, -5.168)
S (-2.823, -2.957, -4.803)
O (-3.397, -3.554, -6.105)
C (-2.371, -4.236, -3.601)
H (-1.046, -1.727, -5.933)
H (-0.585, -3.455, -5.296)
H (-0.567, -2.102, -4.304)
H (-1.628, -4.950, -3.957)
H (-3.283, -4.820, -3.481)
H (-2.090, -3.864, -2.615)
C (4.790, 0.444, 2.381)
S (6.007, -0.660, 3.299)
O (7.289, -0.296, 2.502)
C (6.197, 0.452, 4.754)
H (4.786, 0.242, 1.309)
H (5.149, 1.471, 2.446)
H (3.817, 0.313, 2.853)
H (6.453, 1.471, 4.464)
H (6.935, 0.208, 5.519)
H (5.333, 0.378, 5.415)
C (-0.444, 5.757, -2.434)
S (-0.422, 4.414, -3.701)
O (1.101, 4.006, -3.879)
C (-1.376, 3.239, -2.648)
H (-1.439, 6.163, -2.251)
H (0.168, 6.503, -2.941)
H (0.062, 5.451, -1.518)
H (-1.492, 3.505, -1.598)
H (-0.976, 2.225, -2.681)
H (-2.369, 3.131, -3.085)

As for the multiplicity: 1. Its total charge is 0. The orbital gap is 7.220 eV. The value obtained for the HOMO energy is -7.56 eV.

Results of the Mulliken charge analysis, in e, for atoms 1 through 99: -0.053 0.453 -0.576 -0.963 -0.307 -0.038 0.466 0.429 0.369 0.127 -0.770 0.842 -0.667 -0.946 0.321 0.368 0.030 0.185 0.387 0.358 -0.244 0.516 -0.661 -0.552 0.039 -0.331 0.530 0.397 0.357 -0.203 -0.184 0.426 -0.681 -0.455 0.371 0.060 -0.146 0.101 0.064 0.429 -0.651 0.405 -0.559 -0.988 0.069 0.269 0.453 0.288 0.359 0.368 -0.630 0.526 -0.509 -0.725 0.174 -0.021 0.480 0.371 0.154 0.201 -0.569 0.248 -0.489 -0.541 0.415 -0.139 0.404 0.410 -0.194 0.422 -0.819 0.530 -0.473 -1.109 0.421 0.010 0.373 0.401 0.390 0.326 -0.948 0.761 -0.411 -0.968 0.270 0.173 0.440 0.541 0.085 0.202 -0.974 0.554 -0.659 -0.875 0.383 0.466 0.197 0.371 0.358

=====

x) ORCA calculation (ωB97M-V/def2-TZVPD) on a 12-piece molecular cluster, C24H72O12S12 overall.

Positions of all 120 atoms, in Å:
C (24.164, 21.297, 7.741)
S (23.955, 22.383, 9.165)
O (23.920, 21.479, 10.406)
C (25.657, 23.198, 9.041)
H (24.168, 21.948, 6.909)
H (23.551, 20.554, 7.935)
H (25.244, 21.052, 7.847)
H (26.475, 22.562, 9.430)
H (25.953, 24.052, 9.669)
H (25.605, 23.740, 8.043)
C (24.332, 23.599, 4.052)
S (22.804, 24.228, 3.356)
O (22.379, 23.076, 2.424)
C (21.879, 23.977, 4.872)
H (24.798, 24.231, 4.684)
H (25.061, 23.599, 3.213)
H (24.378, 22.778, 4.721)
H (20.893, 23.989, 4.640)
H (21.897, 24.574, 5.787)
H (22.173, 23.034, 5.364)
C (28.020, 23.064, 1.182)
S (28.458, 21.327, 1.424)
O (29.266, 21.264, 2.750)
C (26.922, 20.636, 2.089)
H (27.903, 23.452, 2.214)
H (27.091, 23.167, 0.803)
H (28.728, 23.486, 0.417)
H (26.145, 20.941, 1.141)
H (26.153, 21.014, 2.910)
H (27.029, 19.719, 2.205)
C (30.641, 24.123, 5.451)
S (29.219, 23.943, 6.482)
O (28.669, 25.365, 6.606)
C (28.132, 22.950, 5.352)
H (30.761, 25.052, 4.968)
H (30.916, 23.299, 4.619)
H (31.536, 24.025, 5.992)
H (28.579, 21.983, 5.230)
H (27.963, 23.396, 4.303)
H (27.107, 22.896, 5.941)
C (32.127, 20.620, 0.233)
S (32.672, 22.193, 0.629)
O (31.494, 23.080, 0.359)
C (32.796, 22.093, 2.334)
H (31.392, 20.255, 0.965)
H (33.068, 19.991, 0.297)
H (31.550, 20.695, -0.683)
H (33.862, 21.832, 2.883)
H (31.806, 21.661, 2.566)
H (32.805, 22.991, 2.937)
C (27.098, 26.292, 2.675)
S (26.826, 28.025, 2.707)
O (25.303, 28.132, 3.144)
C (27.802, 28.536, 4.092)
H (27.036, 25.424, 3.572)
H (28.055, 26.025, 2.666)
H (26.776, 25.984, 1.638)
H (27.692, 29.579, 4.447)
H (28.651, 28.242, 3.671)
H (27.642, 27.927, 4.923)
C (33.833, 21.844, 5.846)
S (35.645, 21.309, 6.192)
O (35.337, 20.251, 7.226)
C (36.019, 20.366, 4.644)
H (33.737, 22.816, 6.396)
H (33.329, 20.926, 6.073)
H (33.782, 22.237, 4.987)
H (37.082, 19.974, 4.705)
H (35.841, 20.940, 3.796)
H (35.056, 19.514, 4.365)
C (30.323, 27.358, 8.797)
S (30.520, 26.651, 10.413)
O (31.876, 27.071, 10.986)
C (29.393, 27.762, 11.261)
H (30.415, 28.476, 8.937)
H (29.338, 26.991, 8.460)
H (31.151, 26.872, 7.992)
H (28.655, 28.010, 10.591)
H (29.711, 28.876, 11.554)
H (29.043, 27.244, 12.042)
C (33.795, 25.947, 7.141)
S (33.731, 25.353, 8.812)
O (32.778, 24.140, 8.722)
C (35.401, 24.777, 8.862)
H (34.213, 26.980, 7.113)
H (32.836, 26.078, 6.814)
H (34.149, 25.265, 6.180)
H (35.345, 23.840, 8.236)
H (35.425, 24.238, 9.688)
H (36.227, 25.533, 8.784)
C (30.456, 19.260, 8.301)
S (29.090, 19.484, 7.091)
O (28.435, 20.813, 7.461)
C (30.131, 19.761, 5.675)
H (31.205, 19.978, 8.222)
H (31.076, 18.335, 8.166)
H (29.870, 19.462, 9.240)
H (30.710, 18.727, 5.376)
H (30.865, 20.482, 6.110)
H (29.696, 20.046, 4.829)
C (29.911, 26.419, -0.405)
S (30.712, 27.543, 0.630)
O (29.577, 28.567, 1.118)
C (31.119, 26.429, 1.945)
H (29.437, 26.658, -1.370)
H (29.047, 25.732, 0.058)
H (30.755, 25.736, -0.808)
H (30.280, 25.788, 2.375)
H (31.500, 27.033, 2.770)
H (31.973, 25.777, 1.464)
C (25.244, 26.999, 6.307)
S (24.460, 26.742, 7.885)
O (23.916, 25.373, 8.108)
C (25.985, 26.865, 8.948)
H (26.211, 26.542, 6.429)
H (25.647, 28.046, 6.290)
H (24.769, 26.986, 5.481)
H (26.621, 27.673, 8.677)
H (26.546, 25.924, 9.085)
H (25.596, 27.016, 9.988)

As for the multiplicity: 1. Its total charge is 0. The orbital gap is 7.674 eV. The value obtained for the HOMO energy is -8.13 eV.

Results of the Mulliken charge analysis, in e, for atoms 1 through 99: -0.079 0.515 -0.679 -0.649 -0.407 0.556 0.056 0.421 0.400 -0.116 -0.664 0.482 -0.666 -1.021 0.361 0.025 0.404 0.462 0.386 0.222 -0.435 0.502 -0.509 -1.235 -0.310 0.804 0.160 0.292 0.186 0.651 0.064 0.415 -0.575 1.262 0.391 -0.229 -0.168 -0.511 -0.839 -0.059 -0.740 0.296 -0.474 0.062 0.069 0.361 0.395 -0.125 0.015 0.155 0.812 0.396 -0.658 -0.287 -0.180 -0.821 0.350 0.431 0.302 -0.275 -0.337 0.438 -0.623 -0.822 0.052 0.294 0.085 0.335 0.300 0.228 0.154 0.610 -0.671 -0.834 0.446 -0.197 -0.308 0.137 0.263 0.462 -0.440 0.562 -0.551 -0.805 0.411 -0.119 0.175 0.002 0.501 0.321 -0.961 0.353 -0.417 -0.064 0.289 0.384 0.331 0.342 -0.119

=====

Relative energies with respect to the most stable structure, expressed in hartree: w) 0.0000; x) 0.4405.